No. 1
C3H4F2O | ωB97M-V/def2-TZVPD

The geometry in XYZ format:
```
10
C3H4F2O | the OMol25 dataset | ωB97M-V/def2-TZVPD
C -0.541 -1.469 -0.427
C 0.745 -1.069 -0.363
C 0.171 1.385 1.316
O 0.443 2.311 0.495
F 1.271 -0.319 -1.386
F -1.115 1.067 1.103
H -1.376 -1.236 -1.130
H -1.023 -2.125 0.303
H 1.572 -1.187 0.231
H -0.147 2.641 -0.143
```

The molar mass is 94.06 g/mol. The HOMO energy comes out at -9.813 eV. For the LUMO energy, the calculation gives 0.7701 eV. For the gap between HOMO and LUMO, the calculation gives 10.58 eV. Its energy above the lowest of the compared OMol25 structures with the same formula, charge and spin is 315.0 kJ/mol. The charge is 0.

=====

No. 2
CHF3MgMnNO3S2 | ωB97M-V/def2-TZVPD

The geometry in XYZ format:
```
13
CHF3MgMnNO3S2 | the OMol25 dataset | ωB97M-V/def2-TZVPD
Mn -1.386 0.451 2.447
N 0.206 -0.091 -0.088
S -1.180 0.634 -0.466
O -2.057 0.975 0.768
S 0.663 -0.476 1.562
O 1.068 -2.405 1.058
C -0.466 2.344 -0.783
F 0.357 2.275 -1.815
F 0.194 2.759 0.289
F -1.453 3.181 -1.049
Mg 1.019 -1.763 -0.760
O 1.769 -3.539 -0.656
H 1.267 -4.344 -0.507
```

As for the expectation value of S²: 8.81. The molar mass is 275.39 g/mol. The HOMO energy (spin up / spin down) comes out at -12.464 / -11.944 eV. For the LUMO energy (spin up / spin down), the calculation gives -6.1701 / -6.3074 eV. For the gap between HOMO and LUMO (spin up / spin down), the calculation gives 6.29 / 5.64 eV. Its energy above the lowest of the compared OMol25 structures with the same formula, charge and spin is 63.9 kJ/mol. The charge is +1. Its spin multiplicity is 6.

=====

No. 3
C26H37N2PbSe | ωB97M-V/def2-TZVPD

The geometry in XYZ format:
```
67
C26H37N2PbSe | the OMol25 dataset | ωB97M-V/def2-TZVPD
C 1.404 0.859 1.996
C 0.831 2.048 1.435
C 1.649 2.448 0.334
C 2.688 1.488 0.182
C 2.555 0.523 1.222
Pb -0.317 -0.043 -0.352
C 0.518 -1.850 -2.556
C 0.075 -2.564 -1.422
H -0.902 -3.088 -1.479
C 0.798 -2.598 -0.217
H 1.896 -2.569 -0.233
H 0.334 -2.901 0.735
C -0.406 -1.586 -3.693
H -1.449 -1.495 -3.361
H -0.149 -0.648 -4.197
H -0.362 -2.381 -4.455
C 1.962 -1.546 -2.744
H 2.537 -1.528 -1.808
H 2.453 -2.287 -3.403
H 2.115 -0.571 -3.227
C -0.411 2.726 1.880
H -1.148 2.009 2.271
H -0.209 3.463 2.674
H -0.884 3.264 1.046
C 1.432 3.659 -0.486
H 0.371 3.787 -0.740
H 1.758 4.563 0.052
H 1.989 3.609 -1.427
C 3.709 1.473 -0.888
H 3.297 1.851 -1.833
H 4.581 2.096 -0.636
H 4.071 0.453 -1.072
C 3.440 -0.643 1.445
H 3.787 -1.060 0.490
H 4.336 -0.369 2.027
H 2.918 -1.439 1.990
C 0.877 0.087 3.150
H 1.197 -0.963 3.099
H 1.231 0.492 4.115
H -0.223 0.097 3.171
C -0.640 1.338 -2.228
C -1.985 1.607 -2.370
C 0.308 1.843 -3.100
C -2.427 2.442 -3.420
H -2.711 1.174 -1.669
C -0.120 2.696 -4.140
H 1.374 1.595 -2.999
C -1.477 2.994 -4.294
H -3.490 2.642 -3.526
H 0.627 3.119 -4.822
H -1.807 3.652 -5.095
C -3.122 0.102 3.825
N -2.798 -1.264 3.439
C -2.596 -2.324 4.311
C -2.343 -3.427 3.557
N -2.374 -3.023 2.232
C -2.202 -3.910 1.098
C -2.649 -1.683 2.143
Se -2.996 -0.763 0.582
H -3.469 0.106 4.865
H -3.900 0.508 3.167
H -2.243 0.758 3.755
H -2.663 -2.217 5.387
H -2.145 -4.447 3.830
H -1.172 -4.284 1.052
H -2.902 -4.752 1.151
H -2.425 -3.350 0.185
```

The molar mass is 663.76 g/mol. The HOMO energy (spin up / spin down) comes out at -8.950 / -8.934 eV. For the LUMO energy (spin up / spin down), the calculation gives -5.1692 / -5.1684 eV. For the gap between HOMO and LUMO (spin up / spin down), the calculation gives 3.78 / 3.77 eV. The charge is +1.

=====

Going through the records in order, we get E values of -10654.6947 -75263.1900 -101126.4957 eV.